No. 1
The following is a DFT calculation (the ωB97M-V functional and the def2-TZVPD basis) of C41H45N3O6S4TeV as an isolated structure.

```
! wB97M-V def2-TZVPD RIJCOSX def2/J DEFGRID3
* xyz -1 1
V 0.37468 -2.24879 -0.14755
C 4.89602 -2.77176 -0.98828
O 3.60446 -3.32764 -0.91513
C 3.15516 -4.08098 -1.96786
C 3.98197 -4.36501 -3.05587
C 3.46131 -5.15104 -4.06062
C 2.20487 -5.67130 -4.00258
C 1.41404 -5.33207 -2.91421
C 1.82698 -4.47943 -1.93815
N 0.93504 -4.23701 -0.86097
N 0.63709 -5.34496 -0.32933
C -0.36208 -5.34729 0.61198
C -1.26154 -4.33184 0.77984
O -1.26121 -3.26204 0.09134
C -2.39302 -4.62483 1.62788
C -2.45187 -5.72648 2.44281
C -1.36301 -6.62414 2.42687
C -1.22928 -7.59706 3.41464
C -0.25194 -8.55193 3.35766
C 0.76790 -8.46445 2.38193
C 0.79090 -7.37521 1.55012
C -0.34766 -6.48690 1.50332
H 5.65129 -3.53053 -1.04404
H 4.96787 -2.17260 -1.90511
H 4.95968 -2.06352 -0.17203
H 5.00755 -3.95620 -3.05128
H 4.01860 -5.42444 -4.94665
H 1.90180 -6.31642 -4.81045
H 0.38099 -5.78494 -3.07893
H -3.23969 -3.88012 1.55128
H -3.32110 -5.95178 3.08121
H -2.08802 -7.70160 4.08747
H -0.32662 -9.40207 4.11077
H 1.70912 -8.99790 2.51893
H 1.61760 -7.22456 0.87950
S -0.87996 -0.29273 0.57571
S -2.78396 -0.52195 -0.14480
S -3.13465 -0.82351 -2.19129
S -3.43941 0.87473 -3.16175
C 0.04729 0.22858 -3.24376
C 0.57900 -1.15466 -2.96075
C 0.68757 -2.00600 -4.23398
O -0.27767 -1.81688 -2.05096
C 1.91896 -1.05703 -2.16663
O 2.92966 -0.67394 -2.71227
O 1.89067 -1.31948 -0.91011
H -0.82689 0.19406 -3.79423
H 0.80250 0.83048 -3.77012
H -0.10182 0.62019 -2.23182
H -0.15311 -1.92467 -4.87945
H 0.91315 -3.07902 -4.06289
H 1.52936 -1.57426 -4.82051
H -1.26229 -1.58791 -2.17018
C 1.84972 -0.69189 3.02465
C 1.57153 -2.17835 2.55862
O 1.91651 -3.09520 3.24039
N 1.03086 -2.35512 1.32017
Te -2.55565 3.71951 2.14161
C -2.78126 5.79530 1.63219
C -1.82785 6.81831 2.03460
C -0.49869 6.36804 2.61248
C -2.05083 8.13988 1.79539
C -3.18858 8.57653 1.16689
C -3.35481 10.01710 0.76274
C -4.13661 7.66358 0.80046
C -3.93210 6.27612 1.01937
C -4.98299 5.34507 0.44259
C -0.65888 3.44761 1.09339
C 0.46383 2.98215 1.75109
C 0.62784 2.91588 3.23392
C 1.66522 2.65673 1.00488
C 1.73532 2.79292 -0.39592
C 2.91182 2.45867 -1.27266
C 0.53866 3.27210 -0.97681
C -0.65057 3.52892 -0.29342
C -1.85974 3.91147 -1.16995
H 2.29492 -0.60810 4.01068
H 0.91729 -0.08760 2.95425
H 2.54031 -0.20244 2.28332
H -0.61999 5.77223 3.48559
H 0.07297 7.28946 2.87621
H 0.10775 5.73006 1.91325
H -1.36023 8.79851 2.35438
H -4.36837 10.21175 0.37578
H -2.67910 10.16005 -0.08426
H -3.07207 10.70091 1.60300
H -5.05127 8.01840 0.36767
H -5.77618 5.97011 -0.02128
H -5.44456 4.69266 1.16521
H -4.52018 4.70146 -0.26428
H -0.01862 2.21129 3.71866
H 0.27958 3.85465 3.70745
H 1.67029 2.78327 3.50013
H 2.44239 2.20358 1.66368
H 2.83706 1.40794 -1.54637
H 3.84728 2.63355 -0.59548
H 3.19524 3.15618 -2.15865
H 0.52875 3.13898 -2.03445
H -1.63580 3.73720 -2.28572
H -2.13450 4.93914 -0.95831
H -2.69202 3.31427 -0.85578
*
```

Summary:
frontier orbital gap (alpha / beta) = 5.166 / 5.137 eV
LUMO energy (alpha / beta) = 1.21 / 1.18 eV



No. 2
The following is a DFT calculation (the ωB97M-V functional and the def2-TZVPD basis) of C41H45N4O4Se2Tl as an isolated structure.

```
! wB97M-V def2-TZVPD RIJCOSX def2/J DEFGRID3
* xyz 0 1
Tl 1.20993 -0.45344 0.13619
O 3.07617 -1.14925 -3.82023
C 2.70107 -0.86050 -2.69081
O 1.72576 -1.34636 -2.03425
C 3.52587 0.18048 -1.93157
C 4.63377 0.80177 -2.48390
C 5.31126 1.74514 -1.72637
C 4.85687 2.06331 -0.45316
C 3.73572 1.40968 0.02432
N 3.12723 0.48167 -0.70087
C 3.09657 1.75180 1.36360
O 3.65532 2.58063 2.06831
O 1.98825 1.15774 1.60770
H 4.92428 0.53500 -3.48942
H 6.18269 2.24373 -2.13210
H 5.32908 2.80882 0.16941
C 0.83969 3.59054 3.62157
Se -0.43398 3.10509 2.23498
C -1.88383 4.22310 2.92771
C -2.84063 4.66976 1.83698
Se -3.70650 3.20622 0.86545
C -2.92187 3.56187 -0.87902
H 0.46643 3.28144 4.59602
H 1.01134 4.66508 3.61148
H 1.77081 3.07987 3.38488
H -1.40961 5.10244 3.36854
H -2.40785 3.68778 3.72014
H -2.31311 5.26220 1.09020
H -3.63035 5.28668 2.26463
H -3.19395 4.56170 -1.20755
H -3.33565 2.83128 -1.57123
H -1.84225 3.43898 -0.84482
C -0.02997 -0.91128 4.55747
C 0.29264 -0.45606 3.27198
N 0.92432 -1.21699 2.40155
C 1.28408 -2.46439 2.74444
C 1.00615 -3.00331 4.00471
C 0.32359 -2.18327 4.92113
C 1.42270 -4.34185 4.31202
C 2.08556 -5.08261 3.40170
C 2.39242 -4.55402 2.10216
C 3.09435 -5.28808 1.13019
C 3.34969 -4.71586 -0.08617
C 2.89419 -3.41407 -0.33731
N 2.23924 -2.70318 0.56004
C 1.99239 -3.25616 1.76601
H -0.55312 -0.25221 5.23573
H 0.02845 0.54458 2.94797
H 0.08626 -2.56824 5.90555
H 1.19254 -4.74208 5.29142
H 2.40111 -6.09273 3.63118
H 3.41908 -6.29692 1.35446
H 3.88275 -5.24469 -0.86323
H 3.04174 -2.95662 -1.30389
C -0.77850 1.82039 -5.34767
C -0.37155 1.97143 -3.90544
C 0.41179 3.03753 -3.49596
C 0.80333 3.15160 -2.15942
C 1.64607 4.30894 -1.69446
C 0.39032 2.18848 -1.26321
C -0.38280 1.07500 -1.65053
C -0.76285 0.99436 -2.98773
N -0.67610 0.15457 -0.62122
C -1.70844 -0.88115 -0.73091
C -1.88075 -1.47455 0.67656
C -3.00797 -2.51001 0.72347
C -2.67902 -3.64858 -0.24617
C -2.52155 -3.07917 -1.65839
C -3.82963 -2.40433 -2.08366
C -4.17474 -1.28080 -1.10106
C -4.32691 -1.85504 0.30879
C -3.05512 -0.23566 -1.10198
C -1.38282 -2.05281 -1.67403
H -0.41201 2.65086 -5.95034
H -1.86515 1.78259 -5.44798
H -0.37623 0.89587 -5.76581
H 0.72479 3.78511 -4.21735
H 1.15964 5.26275 -1.90925
H 2.61231 4.31517 -2.20455
H 1.82867 4.25771 -0.62039
H 0.63488 2.31120 -0.21359
H -1.33087 0.15681 -3.36069
H -2.05482 -0.65723 1.38363
H -0.94792 -1.97663 0.96825
H -3.09001 -2.89968 1.74252
H -3.47397 -4.40087 -0.22665
H -1.75227 -4.14670 0.06008
H -2.28109 -3.88666 -2.35485
H -4.63962 -3.14021 -2.11128
H -3.72762 -1.99820 -3.09534
H -5.10864 -0.80001 -1.40421
H -5.13551 -2.59246 0.33482
H -4.58831 -1.05612 1.00965
H -3.26355 0.54349 -0.36314
H -3.00330 0.24631 -2.07824
H -1.19243 -1.71315 -2.69016
H -0.44839 -2.52436 -1.34803
*
```

Summary:
frontier orbital gap = 6.426 eV
LUMO energy = -0.82 eV



No. 3
The following is a DFT calculation (the ωB97M-V functional and the def2-TZVPD basis) of C41H46ClGeN4OPSeTi as an isolated structure.

```
! wB97M-V def2-TZVPD RIJCOSX def2/J DEFGRID3
* xyz 2 1
Ti 0.00086 0.07536 0.38691
O -3.61635 1.53440 1.53695
C -2.57317 0.93390 1.47220
N -1.65085 1.04344 0.44038
C -2.07245 1.91560 -0.64623
C -1.64535 1.31255 -1.94124
C -2.19388 1.72464 -3.14641
C -1.80774 1.09187 -4.31230
C -0.87954 0.06350 -4.23267
C -0.36511 -0.26896 -2.99887
N -0.72420 0.34371 -1.85889
C -2.13005 -0.04470 2.50177
C -2.82662 -0.26497 3.66801
C -2.28630 -1.14746 4.59398
C -1.07299 -1.75252 4.31258
C -0.43977 -1.47647 3.11345
N -0.96969 -0.64563 2.20988
H -3.15724 2.03090 -0.61476
H -1.64401 2.91548 -0.53187
H -2.93378 2.51390 -3.15509
H -2.23181 1.38415 -5.26362
H -0.55740 -0.47675 -5.11119
H 0.35243 -1.07195 -2.91963
H -3.75478 0.26427 3.83269
H -2.79839 -1.34648 5.52566
H -0.60474 -2.43103 5.01097
H 0.51100 -1.92565 2.87529
Cl 2.10604 -0.60921 -1.09099
C 2.09857 -2.32725 -1.48656
C 3.22323 -2.81449 -2.12482
C 3.27130 -4.16538 -2.43537
C 2.21298 -4.99971 -2.09984
C 1.10006 -4.48448 -1.45849
C 1.01305 -3.12349 -1.14574
P -0.44575 -2.45337 -0.30293
C -1.84380 -2.55229 -1.45623
C -2.98509 -1.79965 -1.17384
C -4.08755 -1.86129 -2.00960
C -4.05499 -2.66687 -3.14074
C -2.92166 -3.41203 -3.42985
C -1.81738 -3.35826 -2.59116
C -0.80126 -3.64679 1.01337
C -2.11627 -3.81446 1.44593
C -2.39283 -4.64890 2.51814
C -1.36384 -5.32093 3.16307
C -0.05376 -5.16344 2.73040
C 0.23028 -4.32781 1.66131
H 4.04680 -2.15644 -2.36529
H 4.14469 -4.56502 -2.93230
H 2.25793 -6.05460 -2.33248
H 0.28618 -5.14324 -1.18139
H -3.01444 -1.15541 -0.30193
H -4.97103 -1.28091 -1.77845
H -4.91496 -2.71480 -3.79516
H -2.89515 -4.04084 -4.30955
H -0.93941 -3.93932 -2.83737
H -2.93236 -3.31251 0.94252
H -3.41712 -4.78410 2.83894
H -1.58349 -5.98007 3.99227
H 0.74861 -5.70027 3.21868
H 1.25633 -4.22330 1.33130
C 2.61915 5.55319 1.28605
Ge 1.99064 5.77329 -0.54555
C 1.06907 7.46358 -0.82933
C 3.43124 5.50262 -1.83101
C 0.61741 4.33728 -0.77399
Se 1.44814 2.56377 -0.75418
C 1.59835 2.45383 -2.68926
H 3.44838 6.22903 1.49280
H 2.96642 4.53240 1.45601
H 1.82041 5.77541 1.99481
H 1.75699 8.29334 -0.66772
H 0.23393 7.57829 -0.13862
H 0.68959 7.53390 -1.84862
H 4.19641 6.26254 -1.67127
H 3.07915 5.60093 -2.85836
H 3.90304 4.52743 -1.70402
H 0.03779 4.41088 -1.69498
H -0.07041 4.40656 0.06801
H 2.16520 3.31942 -3.02199
H 0.60942 2.45453 -3.14276
H 2.13731 1.54910 -2.95548
C 2.87458 -1.50895 1.73122
C 2.29569 -0.25654 2.31232
C 2.63156 0.25916 3.52496
C 1.86994 1.44474 3.72577
C 1.07546 1.61616 2.63771
C 0.05507 2.69596 2.46934
N 1.32767 0.57526 1.71256
H 3.33032 -2.07823 2.54077
H 3.65393 -1.31541 0.99328
H 2.13107 -2.16119 1.26299
H 3.36671 -0.16076 4.19362
H 1.90932 2.10478 4.57766
H 0.40024 3.59739 2.97378
H -0.90484 2.42866 2.92069
H -0.13633 2.94349 1.42899
*
```

Summary:
frontier orbital gap = 6.278 eV
LUMO energy = -6.42 eV